Entry 1:
Formula: C15H41FN2O6S5
Source: the OMol25 dataset
Level of theory: wB97M-V/def2-TZVPD

```
70
Properties=species:S:1:pos:R:3
C 2.776 3.728 2.370
C 2.193 3.730 0.893
C 0.698 4.217 0.973
N -0.295 3.104 0.917
N -1.251 3.339 1.923
C -2.381 4.232 1.512
C -2.635 5.459 2.461
C -2.564 5.082 4.005
C -1.768 6.732 2.129
S -1.812 1.802 2.418
O -2.164 0.906 1.299
O -2.897 1.864 3.413
F -0.523 1.116 3.171
H 1.954 3.462 3.074
H 3.616 3.008 2.463
H 3.101 4.772 2.614
H 2.186 2.705 0.454
H 2.814 4.387 0.235
H 0.449 5.036 0.243
H 0.568 4.686 1.981
H -0.735 3.043 -0.002
H -3.313 3.605 1.549
H -2.259 4.572 0.458
H -3.700 5.770 2.297
H -2.100 5.887 4.613
H -3.612 4.920 4.356
H -2.021 4.131 4.193
H -1.767 7.398 3.027
H -2.213 7.297 1.272
H -0.706 6.512 1.885
C -2.656 -3.798 -0.485
S -2.017 -2.129 -0.720
O -0.846 -2.223 -1.644
C -1.369 -1.946 0.950
H -3.081 -4.140 -1.429
H -1.846 -4.468 -0.184
H -3.436 -3.784 0.278
H -0.643 -2.736 1.156
H -2.190 -1.994 1.666
H -0.883 -0.977 1.024
C -0.529 -2.212 -4.686
S 0.550 -1.148 -5.658
O -0.190 -0.768 -6.898
C 1.725 -2.443 -6.109
H -1.366 -1.616 -4.329
H -0.902 -3.030 -5.305
H 0.020 -2.606 -3.832
H 1.210 -3.244 -6.639
H 2.201 -2.831 -5.207
H 2.483 -2.006 -6.759
C 5.052 -0.654 -4.624
S 3.818 -0.178 -3.397
O 4.125 1.219 -2.976
C 4.418 -1.276 -2.098
H 4.890 -0.056 -5.521
H 6.054 -0.465 -4.237
H 4.934 -1.711 -4.868
H 5.461 -1.048 -1.871
H 4.321 -2.313 -2.423
H 3.809 -1.117 -1.209
C -1.177 -5.877 3.490
S -0.398 -6.650 2.060
O -0.744 -5.824 0.865
C -1.461 -8.106 2.032
H -0.691 -4.919 3.669
H -2.238 -5.715 3.294
H -1.049 -6.516 4.364
H -2.503 -7.803 1.928
H -1.323 -8.674 2.952
H -1.175 -8.722 1.180
```

Energy, eV: -88373.144
Kohn-Sham gap, eV: 8.74
LUMO energy, eV: 0.46
HOMO level, eV: -8.283
Net charge: 0

Mulliken atomic charge list, values in e, 2 entries:
1. C -1.0995
2. C -0.3854

Entry 2:
Formula: C5H3N3O5
Source: the OMol25 dataset
Level of theory: wB97M-V/def2-TZVPD

```
16
Properties=species:S:1:pos:R:3
C -1.180 0.314 -1.163
C -1.018 0.821 1.022
C -1.044 -1.444 0.386
C 0.850 0.994 -0.287
C 0.548 -0.418 -0.034
N -0.585 1.312 -0.280
N -0.458 -0.935 -0.946
N -0.349 -0.497 1.151
O -2.065 0.529 -1.870
O -1.659 1.359 1.817
O -1.710 -2.369 0.604
O 1.684 1.625 0.573
O 2.253 -1.740 -0.030
H 1.135 1.008 -1.370
H 1.370 1.288 1.464
H 2.230 -1.847 -1.036
```

Energy, eV: -19934.853
Kohn-Sham gap (spin up / spin down), eV: 9.59 / 9.58
LUMO energy (spin up / spin down), eV: -1.79 / -1.79
HOMO level (spin up / spin down), eV: -11.383 / -11.378
Relative energy (zero: lowest compared OMol25 entry of this formula, charge and spin), kcal per mole: 142.10
Net charge: 0

Mulliken atomic charge list, values in e, 2 entries:
1. C 0.5330
2. C 0.4212

Entry 3:
Formula: C2H7N2S
Source: the OMol25 dataset
Level of theory: wB97M-V/def2-TZVPD

```
12
Properties=species:S:1:pos:R:3
C 2.631 0.246 0.307
C -3.718 0.549 0.374
N 1.431 0.006 -0.140
N 3.193 1.425 0.279
S -2.023 0.167 -0.027
H 3.084 -0.672 0.910
H -3.645 1.498 1.086
H -3.915 -0.283 1.002
H -4.451 0.675 -0.359
H 1.127 -1.018 -0.196
H 3.920 1.728 0.937
H 2.814 2.113 -0.296
```

Energy, eV: -15991.727
Kohn-Sham gap (spin up / spin down), eV: 7.45 / 3.67
LUMO energy (spin up / spin down), eV: -6.03 / -8.70
HOMO level (spin up / spin down), eV: -13.488 / -12.370
Relative energy (zero: lowest compared OMol25 entry of this formula, charge and spin), kcal per mole: 116.01
Net charge: +1

Mulliken atomic charge list, values in e, 2 entries:
1. C 0.2050
2. C -0.6962

Entry 4:
Formula: C2H8S3
Source: the OMol25 dataset
Level of theory: wB97M-V/def2-TZVPD

```
13
Properties=species:S:1:pos:R:3
C -1.577 0.300 0.389
S -1.800 0.383 -1.341
C -0.058 -0.304 -1.819
H -1.323 -0.744 0.749
H -0.667 0.839 0.628
H -2.360 0.776 1.034
H 0.074 -1.402 -1.984
H 0.564 0.096 -0.912
H 0.170 0.433 -2.603
S 2.480 0.732 1.613
S 1.627 -1.181 1.283
H 1.859 1.297 0.506
H 1.011 -1.227 2.458
```

Energy, eV: -34708.363
Kohn-Sham gap, eV: 8.52
LUMO energy, eV: 0.01
HOMO level, eV: -8.510
Relative energy (zero: lowest compared OMol25 entry of this formula, charge and spin), kcal per mole: 23.86
SMILES: CSC.SS
Net charge: 0

Mulliken atomic charge list, values in e, 2 entries:
1. C -0.5679
2. S -0.1115

Entry 5:
Formula: C3H7ClSi
Source: the OMol25 dataset
Level of theory: wB97M-V/def2-TZVPD

```
12
Properties=species:S:1:pos:R:3
C 1.909 -0.336 0.922
C 1.146 0.620 0.286
C -1.611 -0.987 -1.958
Si -0.486 1.097 0.941
Cl -0.629 0.751 2.987
H 2.877 -0.609 0.545
H 1.839 -0.844 1.879
H 1.339 1.184 -0.623
H -0.768 -1.639 -1.698
H -2.567 -1.147 -1.379
H -1.475 -0.025 -2.420
H -1.575 1.935 0.517
```

Energy, eV: -23620.807
Kohn-Sham gap (spin up / spin down), eV: 8.50 / 6.76
LUMO energy (spin up / spin down), eV: -0.42 / 0.02
HOMO level (spin up / spin down), eV: -8.916 / -6.746
Relative energy (zero: lowest compared OMol25 entry of this formula, charge and spin), kcal per mole: 85.71
Net charge: 0

Mulliken atomic charge list, values in e, 2 entries:
1. C -0.7609
2. C -0.0664

Entry 6:
Formula: C9H9N3O2
Source: the OMol25 dataset
Level of theory: wB97M-V/def2-TZVPD

```
23
Properties=species:S:1:pos:R:3
O -0.420 -2.440 1.173
C -0.971 -1.756 0.346
C -2.352 -1.444 0.327
C -2.923 -1.081 -0.883
N -2.026 -0.710 -1.875
C -0.725 -1.173 -2.095
O -0.075 -1.218 -3.069
N -0.246 -1.589 -0.909
H -2.774 -1.427 1.300
H -4.029 -0.994 -1.160
H -2.559 -0.419 -2.730
H 0.767 -1.893 -0.906
C 0.863 0.613 1.048
C 1.066 1.228 -0.169
C 1.962 2.486 -0.144
N 2.638 2.797 0.909
C 2.488 2.039 1.977
C 1.736 0.893 2.119
H 0.417 -0.419 1.143
H 0.706 0.749 -1.084
H 1.944 2.991 -1.020
H 3.141 2.324 2.728
H 1.374 0.444 2.976
```

Energy, eV: -18042.479
Kohn-Sham gap, eV: 9.23
LUMO energy, eV: -0.06
HOMO level, eV: -9.299
Relative energy (zero: lowest compared OMol25 entry of this formula, charge and spin), kcal per mole: 75.53
SMILES: O=c1cc[nH]c(=O)[nH]1.c1ccncc1
Net charge: 0

Mulliken atomic charge list, values in e, 2 entries:
1. O -0.5958
2. C 0.5437